Model one:
The molecule H2N2, computed with wB97M-V/def2-TZVPD.

Computed properties:
Spin multiplicity: 1
Orbital gap in eV: 10.600

Element x y z (Å)
H  -0.66377  -0.57960  0.61791
H  1.08624  0.05717  0.12872
N  -0.77792  0.03010  -0.22611
N  0.35545  0.49233  -0.52052

Model two:
The molecule H2N2, computed with wB97M-V/def2-TZVPD.

Computed properties:
Spin multiplicity: 1
Orbital gap in eV: 10.485

Element x y z (Å)
H  -0.89095  0.55237  -0.01139
H  1.06892  0.43957  0.01167
N  -0.71473  -0.47332  0.00245
N  0.53676  -0.51862  -0.00273

Which of them is most stable? Easy: model one.

Model one:
A cluster of 2 separate species, C2H8N2O in total, computed with wB97M-V/def2-TZVPD.

Computed properties:
Spin multiplicity: 1
Orbital gap in eV: 10.382

Element x y z (Å)
C  -2.01187  1.53300  -0.77028
N  -1.75983  1.14240  0.65570
C  -0.97281  2.04386  1.33681
N  0.10434  1.65248  1.87763
H  -1.11516  2.07530  -1.04020
H  -2.22239  0.66883  -1.39443
H  -2.97137  2.04903  -0.86236
H  -1.38926  0.20326  0.63636
H  -1.33088  3.06302  1.18257
H  0.56196  2.31769  2.49040
H  3.36467  -4.95635  -2.99251
H  4.24105  -4.52789  -1.79826
O  3.79776  -5.26183  -2.20685

Model two:
A cluster of 2 separate species, C2H8N2O in total, computed with wB97M-V/def2-TZVPD.

Computed properties:
Spin multiplicity: 1
Orbital gap in eV: 10.329

Element x y z (Å)
C  1.40008  -0.38115  0.04963
N  -0.09134  1.38179  1.60083
C  -0.42088  1.01808  0.31120
N  0.17225  0.21650  -0.47270
H  1.70521  -1.14886  -0.64502
H  2.17299  0.38756  0.14727
H  1.23804  -0.85601  1.02742
H  0.51585  0.77814  2.13832
H  -0.86734  1.76955  2.11074
H  -1.31343  1.53313  -0.05650
H  -1.15837  -0.86514  -2.00018
H  -1.89596  -2.16343  -1.75560
O  -1.45712  -1.67017  -2.45542

Model three:
A cluster of 2 separate species, C2H8N2O in total, computed with wB97M-V/def2-TZVPD.

Computed properties:
Spin multiplicity: 1
Orbital gap in eV: 9.179

Element x y z (Å)
C  -1.69642  -0.90168  -1.38592
C  -0.62047  0.08259  -1.27649
N  1.84273  0.65235  1.69235
N  -0.11200  0.61761  -0.22189
O  1.31322  -0.57752  1.82185
H  -1.43513  -1.70974  -1.97034
H  -1.85467  -1.29732  -0.34944
H  -2.61964  -0.27945  -1.48830
H  1.40119  1.33054  2.27256
H  -0.29837  0.32965  -2.25429
H  2.89788  0.52331  1.84308
H  1.81609  1.06032  0.71168
H  -0.63440  0.16934  0.60514

Which of them is most stable? Easy: model two.

Model one:
The molecule C3H7NOS2, computed with wB97M-V/def2-TZVPD.

Computed properties:
Spin multiplicity: 1
Orbital gap in eV: 9.938

Element x y z (Å)
S  0.35819  0.81746  -3.32518
S  0.38497  -0.37507  -1.68833
C  -0.13224  1.03045  -0.52035
C  0.53039  0.68042  0.79971
N  -0.19678  -0.55081  1.41639
C  -0.05955  -1.89093  1.42706
O  -0.40708  -2.68896  2.31734
H  -0.96372  0.61067  -3.75638
H  -1.22205  0.90173  -0.58851
H  0.27517  1.89153  -1.07325
H  1.63959  0.51352  0.81745
H  0.26563  1.64626  1.47151
H  -0.82702  -0.25761  2.11879
H  0.35450  -2.32866  0.58375

Model two:
The molecule C3H7NOS2, computed with wB97M-V/def2-TZVPD.

Computed properties:
Spin multiplicity: 1
Orbital gap in eV: 8.540

Element x y z (Å)
N  0.06596  1.29406  0.52075
C  0.49273  -0.14321  0.67241
C  -0.64887  -0.74325  1.52446
O  -0.52383  -1.47154  2.48319
C  0.67165  -0.88165  -0.70833
S  1.28627  0.14282  -2.28592
S  -0.33922  1.54215  -2.43933
H  -0.80370  1.53945  0.06621
H  0.00473  1.75035  1.40193
H  1.51775  -0.42417  1.10853
H  -1.53232  -0.51611  0.83578
H  1.40984  -1.65897  -0.52831
H  -0.29751  -1.22468  -0.92558
H  -1.30347  0.79474  -1.72579

Which of them is most stable? Easy: model one.

Model one:
The molecule C3H7NOS2, computed with wB97M-V/def2-TZVPD.

Computed properties:
Spin multiplicity: 1
Orbital gap in eV: 9.451

Element x y z (Å)
N  1.25226  -0.50334  -1.43904
C  0.80468  0.29477  -0.28201
C  1.68935  -0.14165  0.95199
O  1.93573  0.52535  1.90388
C  -0.66161  0.03531  0.04217
S  -1.88240  1.20832  -0.73279
S  -3.55991  0.18652  -0.00033
H  2.21402  -0.72832  -1.24331
H  0.66181  -1.29980  -1.60639
H  1.13896  1.33540  -0.28686
H  2.05362  -1.20275  0.95778
H  -0.84034  0.15360  1.10844
H  -0.89316  -0.97019  -0.29478
H  -3.91302  1.10678  0.92125

Model two:
The molecule C3H7NOS2, computed with wB97M-V/def2-TZVPD.

Computed properties:
Spin multiplicity: 1
Orbital gap in eV: 8.694

Element x y z (Å)
N  -1.16042  1.42098  0.23881
C  -1.09712  -0.00116  -0.07738
C  -2.34307  -0.77966  0.33485
O  -2.90939  -0.61114  1.37964
C  0.06495  -0.73471  0.62252
S  1.60870  -0.80745  -0.31948
S  2.01158  1.17585  -0.82741
H  -1.88235  1.83139  -0.35069
H  -1.47136  1.53107  1.20368
H  -0.98367  -0.12503  -1.15784
H  -2.68551  -1.55727  -0.37852
H  -0.19388  -1.79220  0.72549
H  0.16291  -0.33430  1.63210
H  0.81150  1.71805  -0.54973

Which of them is most stable? Easy: model two.

Model one:
A cluster of 2 separate species, C3H3NO2S in total, computed with wB97M-V/def2-TZVPD.

Computed properties:
Spin multiplicity: 1
Orbital gap (alpha / beta) in eV: 8.224 / 7.797

Element x y z (Å)
C  0.33724  1.60070  -0.21697
C  -1.33688  -0.72377  -0.76947
C  0.49713  0.45295  0.53351
N  0.16794  2.53633  -0.87221
O  -3.91715  -0.26790  -0.50596
O  -2.46626  0.16481  1.45348
S  -2.61574  -0.00707  0.03850
H  -1.22780  -0.41480  -1.80102
H  0.01414  0.36326  1.49050
H  1.28429  -0.23461  0.27583

Model two:
The molecule C3H3NO2S, computed with wB97M-V/def2-TZVPD.

Computed properties:
Spin multiplicity: 1
Orbital gap (alpha / beta) in eV: 7.113 / 7.094

Element x y z (Å)
C  -0.06792  -1.43706  -1.27202
C  -1.63552  0.59409  -1.50842
C  0.06671  -0.40595  -0.14435
N  -0.94632  0.64084  -0.41143
O  -2.49789  0.88130  -2.25496
O  2.09493  -2.70695  -0.67310
S  0.88475  -2.68609  -1.57344
H  -0.04633  -0.57528  0.94488
H  1.04664  -0.10217  -0.25901
H  -1.09548  1.19195  0.45072

Model three:
The molecule C3H3NO2S, computed with wB97M-V/def2-TZVPD.

Computed properties:
Spin multiplicity: 1
Orbital gap in eV: 8.365

Element x y z (Å)
C  2.59561  0.51710  -0.19264
C  1.38493  -0.34421  -0.27719
C  -0.20278  0.33942  0.16520
N  -1.06733  -0.55888  0.58930
O  3.18738  0.75567  0.81938
O  1.36229  -1.49231  -0.60435
S  -0.45037  1.90889  -0.15712
H  2.92931  0.86903  -1.19122
H  -0.79906  -1.52610  0.66178
H  -2.03010  -0.28067  0.70848

Which of them is most stable? Easy: model three.

Model one:
The molecule C3H3NO2S, computed with wB97M-V/def2-TZVPD.

Computed properties:
Spin multiplicity: 1
Orbital gap in eV: 10.581

Element x y z (Å)
C  -2.02830  1.11030  -0.24472
C  1.88398  0.17261  -0.03517
C  0.69850  -0.26816  0.35872
N  -1.68009  -0.00906  -0.34411
O  -0.72746  -2.37553  0.02633
O  -2.48135  2.12493  0.03023
S  -0.47057  -1.16449  -0.69311
H  2.53965  0.71849  0.59336
H  1.77742  0.17645  -1.09579
H  0.48820  -0.48552  1.40425

Model two:
The molecule C3H3NO2S, computed with wB97M-V/def2-TZVPD.

Computed properties:
Spin multiplicity: 1
Orbital gap in eV: 9.501

Element x y z (Å)
C  0.60252  0.08794  -0.18596
C  -0.47802  1.27949  1.18774
C  -0.70804  -0.26363  -0.25572
H  2.41908  -1.39999  -0.30770
H  -0.87393  1.98560  1.90130
H  -0.75098  -1.58162  -1.56240
N  0.71930  1.10075  0.76486
O  -1.42124  0.48265  0.60883
O  -1.40155  -1.14173  -0.97393
S  1.89288  -0.54946  -1.17702

Which of them is most stable? Easy: model two.